Density functional theory data (wB97M-V/def2-TZVPD) for Cl2O2S in the gas phase at a distorted geometry.

Bonds (Å) are listed after each position.
Geometry (Å):
1 O 1.42104 1.05225 0.25490  S3 1.391
2 O -0.98215 0.37325 -0.11005  S3 1.660, Cl4 1.751
3 S 0.57459 0.46473 -0.67990  O1 1.391, O2 1.660, Cl5 2.098
4 Cl -1.60823 -0.26482 1.39503  O2 1.751
5 Cl 0.59475 -1.62540 -0.85999  S3 2.098

Computed properties:
HOMO energy   -11.09 eV
F_max   4.1 eV/Å
ΔE to the lowest compared entry with this formula, charge and spin   1.374 eV
DFT total energy   -1468.9570 a.u.
Frontier orbital gap   9.50 eV
Spin multiplicity   1